1.
The following is a quantum chemistry calculation of C34H49LiN4O3Si4 as an isolated structure, from the OMol25 dataset.

Cartesian coordinates (Å):
Li -0.605 -1.564 1.161
O 1.223 -1.989 1.446
C 1.821 -2.072 2.574
C 3.178 -2.516 2.634
C 3.867 -2.666 3.818
C 3.259 -2.372 5.040
C 1.951 -1.916 5.019
C 1.217 -1.756 3.844
C -0.146 -1.250 3.975
N -0.918 -1.057 2.982
N -2.178 -0.556 3.234
C -2.834 -0.465 2.087
O -2.423 -0.781 0.932
C -4.230 0.092 2.210
C -4.694 0.666 3.392
C -5.979 1.183 3.466
C -6.821 1.128 2.361
C -6.364 0.557 1.181
C -5.075 0.047 1.108
H 3.661 -2.720 1.683
H 4.898 -3.007 3.795
H 3.796 -2.481 5.975
H 1.460 -1.665 5.956
H -0.503 -1.019 4.985
H -4.021 0.703 4.238
H -6.324 1.637 4.388
H -7.823 1.538 2.418
H -7.009 0.520 0.311
H -4.689 -0.386 0.195
C -1.967 3.499 2.367
Si -1.781 3.607 0.484
C -2.069 5.450 0.080
C -3.306 2.733 -0.222
Si 0.166 2.487 -0.153
Si 1.813 4.058 0.363
C 1.729 5.879 -0.199
C 2.016 4.195 2.246
C 3.510 3.489 -0.283
Si 0.124 2.743 -2.468
C 0.239 4.430 -3.354
C 1.562 1.757 -3.243
C -1.449 1.981 -3.229
H -2.936 3.894 2.692
H -1.179 4.058 2.879
H -1.895 2.457 2.693
H -3.071 5.755 0.403
H -1.981 5.640 -0.993
H -1.342 6.088 0.589
H -4.195 2.954 0.380
H -3.156 1.651 -0.215
H -3.507 3.044 -1.250
H 0.840 6.375 0.195
H 1.696 5.966 -1.287
H 2.610 6.423 0.162
H 1.132 4.655 2.696
H 2.887 4.804 2.511
H 2.132 3.206 2.694
H 3.567 3.592 -1.370
H 3.684 2.439 -0.038
H 4.317 4.087 0.155
H 1.200 4.913 -3.156
H -0.547 5.109 -3.012
H 0.141 4.305 -4.439
H 2.518 2.243 -3.029
H 1.458 1.674 -4.332
H 1.611 0.751 -2.814
H -2.295 2.661 -3.113
H -1.723 1.048 -2.732
H -1.316 1.791 -4.301
C 0.451 -4.225 -3.960
N 0.432 -3.467 -2.727
N -0.050 -4.188 -1.610
C -0.752 -3.296 -0.779
O -1.096 -3.551 0.363
C -0.910 -2.080 -1.559
C -0.208 -2.236 -2.697
C -0.058 -1.297 -3.843
C 0.829 -5.169 -1.047
C 1.734 -4.806 -0.057
C 2.570 -5.778 0.474
C 2.510 -7.089 0.018
C 1.599 -7.443 -0.968
C 0.748 -6.480 -1.494
H 1.132 -5.067 -3.851
H 0.827 -3.582 -4.753
H -0.546 -4.599 -4.230
H -1.433 -1.204 -1.204
H -0.459 -0.325 -3.571
H -0.598 -1.660 -4.722
H 0.992 -1.169 -4.111
H 1.769 -3.777 0.305
H 3.269 -5.496 1.252
H 3.169 -7.840 0.439
H 1.538 -8.467 -1.314
H 0.003 -6.739 -2.236

Computed properties:
Orbital gap, eV: 4.96
Charge: -2

Here are the Löwdin charges for atoms 1 to 6, given in e: number 1, Li, carries 0.550; number 2, O, carries -0.170; number 3, C, carries -0.392; number 4, C, carries -0.055; number 5, C, carries -0.146; number 6, C, carries -0.157


2.
The following is a quantum chemistry calculation of one molecule with the formula C4H6N2O, from the OMol25 dataset.

Cartesian coordinates (Å):
H -1.050 -1.370 -3.082
N -0.689 -1.187 -2.088
N -1.569 -0.921 -1.271
C -1.173 -0.471 0.181
C -0.669 0.921 0.182
C 0.581 0.978 0.626
C 1.099 -0.402 0.861
O -0.001 -1.215 0.634
H -2.142 -0.559 0.664
H -1.140 1.882 0.004
H 1.217 1.828 0.831
H 2.031 -0.604 0.240
H 1.380 -0.552 2.053

Computed properties:
Structure (SMILES): [H]/N=N/[C@@H]1C=CCO1
Orbital gap, eV: 9.48
Charge: 0

Here are the Löwdin charges for atoms 1 to 6, given in e: number 1, H, carries 0.083; number 2, N, carries 0.051; number 3, N, carries -0.030; number 4, C, carries -0.273; number 5, C, carries -0.062; number 6, C, carries -0.072